240
Properties=species:S:1:pos:R:3:forces:R:3 method="wB97M-V/def2-TZVPD" smiles=COC[C@H](C)N.COC[C@H](C)N.COC[C@H](C)N.COC[C@H](C)N.COC[C@H](C)N.COC[C@H](C)N.COCCOCCOC.COCCOCCOC.COCCOCCOC.COCCOCCOC.COCCOCCOC.COCCOCCOC orbital_gap_ha=0.336 fmax_ha_per_bohr=0.059 total_energy_ev=-122710.869
C -14.735280 -19.880230 -2.054450 -0.289 0.831 0.372
O -15.317290 -21.142200 -1.813940 0.146 -0.304 -0.343
C -14.650210 -22.196010 -2.475870 0.105 -0.208 -0.424
C -14.896450 -22.258900 -4.002870 -0.519 -1.147 -0.659
C -16.359440 -22.305750 -4.427580 -0.702 1.865 0.007
N -14.296000 -23.469220 -4.511280 1.598 -0.832 0.539
H -13.667430 -19.799620 -1.851260 0.206 -0.489 0.197
H -15.241150 -19.182390 -1.387190 0.016 -0.057 0.113
H -14.869230 -19.456080 -3.049570 -0.234 -0.442 -0.413
H -13.610040 -22.228800 -2.151720 0.562 0.589 -0.716
H -14.934690 -23.173150 -2.085530 -1.012 0.101 0.261
H -14.443460 -21.461280 -4.591680 0.129 0.441 0.482
H -16.749700 -21.306550 -4.234200 -0.608 0.048 0.211
H -17.060460 -23.040570 -4.031730 0.503 -0.167 0.549
H -16.439390 -22.394760 -5.511000 0.336 -0.136 -0.135
H -14.471860 -23.651400 -5.489020 -0.161 0.150 0.099
H -14.598220 -24.262810 -3.964500 -0.061 -0.212 -0.148
C -12.348920 -9.053460 -8.240600 1.497 1.793 -0.152
O -12.365020 -9.669510 -6.994180 -1.674 -0.717 1.409
C -11.814670 -8.995090 -5.832630 1.223 1.181 -1.530
C -12.402170 -7.616260 -5.382600 -1.429 -1.908 -0.010
C -11.715140 -7.110180 -4.134960 0.614 -0.310 0.341
N -13.810140 -7.927700 -5.013470 0.197 0.946 -0.127
H -11.311190 -8.931810 -8.551120 0.450 -0.294 -0.354
H -12.660760 -8.009020 -8.240300 -0.616 0.200 0.356
H -12.880470 -9.515250 -9.072640 -0.233 -0.740 0.718
H -11.768700 -9.681610 -4.987250 -0.537 -0.150 -0.273
H -10.787710 -8.811030 -6.148180 0.559 0.184 0.318
H -12.315170 -6.889640 -6.190400 0.000 0.108 -0.147
H -11.708210 -7.879700 -3.363020 0.239 -0.356 -0.155
H -12.192580 -6.291450 -3.596600 -0.299 0.330 -0.639
H -10.693020 -6.813810 -4.370600 0.089 -0.003 0.170
H -14.198040 -7.053920 -4.687670 -0.277 0.223 0.467
H -14.378440 -8.094490 -5.831580 0.131 -0.453 -0.393
C -17.114820 -17.740650 -10.978190 -0.581 0.908 -0.537
O -17.077290 -16.323510 -11.339330 0.554 -2.054 0.209
C -16.601950 -15.561450 -10.251590 -0.563 0.880 -0.205
C -16.983840 -14.118280 -10.566640 0.413 1.429 1.128
C -16.672290 -13.179780 -9.353160 0.767 -0.785 -0.394
N -18.414330 -13.979030 -10.869470 0.472 -0.649 0.454
H -16.136610 -18.108160 -10.668140 -0.030 0.118 0.253
H -17.461830 -18.365420 -11.801210 0.248 0.487 -0.466
H -17.901210 -17.877130 -10.235850 0.316 -0.006 0.566
H -17.117090 -15.865530 -9.340400 -0.185 -0.090 0.306
H -15.532750 -15.639740 -10.054640 0.289 -0.271 -0.298
H -16.391460 -13.747000 -11.402900 -0.044 -0.207 -0.252
H -16.960920 -13.656940 -8.416620 -0.579 0.125 0.065
H -17.094720 -12.180510 -9.458580 -0.274 -0.234 -0.051
H -15.600170 -13.043390 -9.211560 0.214 0.021 -0.294
H -18.820930 -14.042880 -9.947130 -0.654 0.468 0.369
H -18.656130 -14.894610 -11.220680 -0.386 -0.119 -0.826
C -25.409260 -14.922770 -4.562640 -0.410 0.411 -1.991
O -24.738310 -14.788990 -5.833370 1.982 -0.462 0.815
C -23.631100 -15.727980 -5.883440 -0.471 0.353 -1.999
C -22.862320 -15.473570 -7.229670 0.158 0.196 -0.583
C -21.892930 -16.545660 -7.769650 -0.586 -0.990 0.982
N -22.069880 -14.280130 -7.125680 1.467 1.190 0.834
H -25.997020 -14.006470 -4.507640 -0.322 -0.276 0.289
H -24.771870 -14.980350 -3.680300 0.219 -0.292 -0.173
H -26.011330 -15.800550 -4.797410 -0.465 -0.115 1.311
H -22.947270 -15.555560 -5.052330 0.123 0.048 0.123
H -23.998620 -16.752760 -5.829990 -0.226 -0.204 0.075
H -23.467630 -15.278580 -8.114930 -1.129 -0.164 0.557
H -21.105310 -16.737940 -7.041110 0.283 0.039 -0.044
H -21.458040 -16.349580 -8.749710 -0.053 0.674 0.231
H -22.403540 -17.498630 -7.908430 -0.215 -0.131 0.169
H -22.479310 -13.494080 -6.641350 -1.261 0.202 -0.485
H -21.384920 -14.457130 -6.404840 0.959 -0.430 -0.099
C -19.581290 -15.208080 0.778840 -0.003 -0.821 1.036
O -19.086280 -15.621990 2.095420 0.665 0.301 -1.562
C -17.756960 -16.183980 2.052220 -0.039 0.549 1.029
C -17.167530 -16.232740 3.490000 0.894 -0.813 0.489
C -15.678000 -16.553750 3.527200 1.494 1.133 -0.944
N -17.773090 -17.289610 4.264630 -1.167 -1.916 0.556
H -19.583710 -16.055820 0.093690 0.377 -0.087 -0.160
H -19.051400 -14.356810 0.351460 0.339 -0.053 0.133
H -20.634090 -14.936770 0.856930 0.097 0.104 0.498
H -17.715250 -17.167850 1.584920 -0.541 -0.532 0.316
H -17.032290 -15.659760 1.429210 -0.248 0.950 -0.104
H -17.316480 -15.341290 4.099290 -0.280 0.479 -0.730
H -15.008250 -15.822940 3.073950 -0.240 0.618 -0.336
H -15.374720 -17.443970 2.976160 -0.470 -0.492 0.265
H -15.278560 -16.569900 4.541250 -0.404 -0.446 0.169
H -17.309660 -18.160830 4.049430 -0.284 -0.591 -1.453
H -17.458740 -17.394470 5.218720 -0.185 1.624 0.777
C -25.361060 -4.054730 -0.711800 1.099 0.670 -1.014
O -24.393040 -3.145310 -0.176520 -1.359 -0.105 1.951
C -23.252320 -3.832890 0.255380 2.161 0.514 -0.432
C -22.472100 -3.114090 1.367120 0.268 0.369 0.619
C -22.051010 -1.696770 1.116280 -0.931 1.036 -0.411
N -21.217510 -3.791900 1.747880 -0.585 -1.378 -0.718
H -24.903080 -4.218300 -1.687300 -0.595 -1.074 -0.402
H -26.325470 -3.581590 -0.896620 0.156 0.242 0.441
H -25.462140 -4.965670 -0.121820 -0.014 0.041 -0.019
H -23.322280 -4.870110 0.583050 -0.856 -0.124 -0.042
H -22.622150 -3.836780 -0.633990 0.659 -0.412 -0.207
H -23.112730 -3.117290 2.248990 -0.177 0.003 0.090
H -21.684740 -1.345430 2.080900 -0.100 0.533 -0.132
H -22.877740 -1.091850 0.743880 -0.104 0.291 0.307
H -21.250940 -1.558330 0.389070 0.136 -0.452 -0.103
H -20.670510 -3.775720 0.898970 0.446 -0.286 -0.124
H -20.688580 -3.226780 2.396700 -0.203 0.119 0.193
C -25.775620 -10.294750 5.744210 -0.706 0.170 0.516
O -26.638980 -10.399400 4.621900 0.254 -0.707 1.877
C -26.201200 -9.879720 3.431130 -0.255 -0.637 -1.176
C -27.427780 -9.853040 2.499880 0.476 0.094 -0.509
O -27.587830 -11.068560 1.760420 0.956 0.037 0.000
C -28.431540 -10.980440 0.618250 -0.097 -1.283 1.575
C -29.846260 -10.720370 1.057020 -0.595 1.738 -1.701
O -30.057340 -9.310210 1.103870 0.305 1.863 0.279
C -30.243850 -8.637820 -0.183850 -0.996 -2.283 0.380
H -26.405960 -10.574620 6.588280 -0.018 0.331 0.112
H -25.400600 -9.278920 5.868970 -0.156 0.284 -0.002
H -24.905350 -10.939700 5.865730 0.129 -0.472 -1.020
H -25.419460 -10.511730 3.009760 0.084 -0.284 -0.396
H -25.714720 -8.910770 3.543250 -0.377 0.537 0.108
H -27.261980 -9.018040 1.819170 -0.257 0.122 -0.331
H -28.354920 -9.691730 3.049880 0.217 0.366 0.304
H -28.484260 -11.988380 0.206690 0.690 -0.064 -0.262
H -28.035240 -10.265040 -0.102350 -0.214 0.089 -0.121
H -30.125880 -11.157310 2.015660 0.396 0.157 0.066
H -30.545960 -11.103280 0.314110 -0.146 -0.423 -0.192
H -31.306920 -8.811270 -0.350890 -0.191 0.493 -0.545
H -29.729100 -9.177670 -0.978640 0.257 -0.012 -0.030
H -30.010760 -7.580330 -0.308280 0.252 -0.111 1.055
C -34.073890 -3.602340 -1.756440 -0.953 0.559 0.224
O -34.104170 -3.030800 -3.086240 0.450 -0.410 1.053
C -35.384360 -3.098470 -3.721460 0.444 -0.915 0.113
C -35.231170 -3.295620 -5.276880 -1.098 0.270 1.941
O -35.102600 -4.637020 -5.618180 0.845 -0.013 -0.248
C -33.869620 -5.184820 -5.202160 -0.291 -1.892 -0.663
C -32.544540 -4.744310 -5.889070 -0.954 0.796 1.010
O -31.644710 -5.755000 -5.565060 0.725 -0.690 0.137
C -30.275340 -5.530710 -5.877690 -0.644 1.229 0.383
H -34.254370 -4.672160 -1.651530 0.255 -0.420 -0.939
H -34.883930 -3.218790 -1.136100 -0.286 0.562 -0.098
H -33.182350 -3.379970 -1.170090 0.350 0.263 -0.802
H -36.042910 -2.296970 -3.386760 0.274 0.763 -0.457
H -35.905810 -3.954020 -3.292250 -0.093 -0.590 -0.428
H -34.375270 -2.729360 -5.644130 -0.277 0.468 -0.133
H -36.212110 -3.052870 -5.685460 0.291 0.728 -0.348
H -34.023490 -6.233770 -5.455410 0.411 -0.192 -0.167
H -33.820340 -5.210860 -4.113590 0.501 0.534 0.029
H -32.259300 -3.784880 -5.457520 0.415 0.224 0.226
H -32.623660 -4.552760 -6.959180 -0.284 -0.411 -0.320
H -30.179120 -5.105340 -6.876650 0.187 -0.986 -0.647
H -29.707150 -6.415350 -5.590170 -0.141 -0.006 -0.672
H -29.854980 -4.691920 -5.322870 -0.118 0.120 0.805
C -18.045390 -14.216960 -4.144870 -1.633 0.636 0.781
O -18.912180 -13.036820 -4.072190 -0.334 -2.602 -1.475
C -18.277880 -11.917310 -3.632220 0.280 2.073 -0.223
C -19.120640 -10.641940 -4.011260 -0.746 -1.038 0.547
O -20.435070 -10.621640 -3.413480 0.166 -1.165 -1.160
C -20.625530 -9.988940 -2.182540 1.699 1.079 0.210
C -21.995900 -10.104950 -1.585300 -0.055 -0.274 -1.289
O -22.881220 -9.323300 -2.400140 -0.349 -0.511 -0.269
C -23.253910 -9.956120 -3.647760 -0.463 -0.704 0.599
H -17.844810 -14.526220 -3.119090 0.506 0.038 0.113
H -17.129640 -14.102970 -4.724950 -0.050 0.384 -0.017
H -18.661440 -15.018050 -4.553330 0.048 0.183 -0.277
H -17.367700 -11.786590 -4.217530 0.616 0.165 0.217
H -18.045810 -12.073920 -2.578790 0.182 0.685 0.365
H -19.273670 -10.702810 -5.088750 -0.379 -0.435 -0.052
H -18.604850 -9.683310 -3.955520 0.307 0.016 0.929
H -20.471210 -8.931630 -2.397900 0.046 0.477 0.454
H -19.846940 -10.283860 -1.479030 0.087 -0.249 0.345
H -21.984390 -9.766480 -0.549240 -0.095 0.643 -0.221
H -22.288060 -11.151540 -1.499360 -0.342 -0.256 -0.402
H -23.617090 -10.962960 -3.441660 -0.051 -0.282 0.232
H -22.474690 -10.111500 -4.393930 0.308 0.583 0.300
H -24.113250 -9.458600 -4.097330 0.237 0.526 0.265
C -17.478220 -7.789490 -10.925310 -0.030 -0.647 0.695
O -17.666820 -6.560620 -10.270990 -0.141 1.019 0.629
C -17.546270 -6.553650 -8.833020 0.478 0.486 -0.750
C -17.949360 -5.204440 -8.199020 -0.035 0.340 -0.236
O -17.423520 -5.208250 -6.882990 0.649 -0.952 0.841
C -17.823700 -4.137500 -6.070090 -1.373 1.155 0.316
C -17.295630 -4.041650 -4.611720 1.388 -0.393 -0.876
O -15.866440 -4.079880 -4.569080 0.408 0.556 0.087
C -15.170930 -2.811350 -4.688910 -0.149 -0.535 0.090
H -16.527310 -8.287690 -10.736510 0.551 0.374 0.255
H -17.536150 -7.664610 -12.006590 -0.352 0.248 0.195
H -18.202460 -8.510780 -10.546730 -0.442 -0.147 -0.348
H -16.487670 -6.637570 -8.587200 0.140 -0.421 0.165
H -18.107720 -7.372040 -8.382340 -0.079 -0.096 0.018
H -19.018450 -4.993180 -8.221740 -0.393 -0.478 0.269
H -17.540720 -4.341460 -8.724740 0.461 -0.097 -0.443
H -18.895970 -4.224030 -5.894450 -0.545 0.102 -0.215
H -17.695090 -3.218910 -6.642590 0.307 0.392 0.126
H -17.757610 -4.861980 -4.062410 0.739 -0.567 0.031
H -17.562080 -3.191790 -3.983360 -0.806 0.623 -0.865
H -15.249660 -2.139390 -3.834300 -0.236 -0.450 0.670
H -15.454900 -2.140530 -5.499740 -0.383 -0.568 -0.628
H -14.119100 -3.068790 -4.813360 -0.117 -0.017 -0.014
C -25.380850 -4.520130 -9.797640 -0.780 -0.354 0.560
O -25.632060 -5.786460 -10.375100 -0.212 -0.527 -0.608
C -24.540610 -6.682730 -10.495890 1.512 1.165 1.078
C -24.013570 -7.186940 -9.121610 -0.778 -0.281 -0.223
O -24.886560 -8.195040 -8.627940 -0.465 -0.705 -0.631
C -24.688200 -9.475770 -9.327020 -0.430 0.129 1.431
C -25.899700 -10.443720 -9.368400 -1.019 1.661 -1.111
O -26.842150 -10.112040 -10.422120 0.035 0.252 -0.173
C -27.627080 -8.935840 -10.116540 1.111 -0.649 0.525
H -25.606430 -4.587260 -8.733350 0.427 0.087 0.322
H -26.137170 -3.827840 -10.167520 0.147 -0.027 -0.395
H -24.384820 -4.105760 -9.953570 0.155 -0.212 -0.192
H -23.724900 -6.129310 -10.961140 0.344 0.102 -0.233
H -24.764490 -7.498590 -11.183170 -0.504 0.090 0.262
H -23.938610 -6.394720 -8.376720 -0.859 0.319 -0.026
H -22.970840 -7.499220 -9.064150 0.249 -0.612 -0.932
H -23.940780 -9.927690 -8.674930 0.465 -0.526 -0.613
H -24.372710 -9.323240 -10.359150 0.283 -0.040 0.124
H -26.502060 -10.428310 -8.460080 0.462 -0.172 0.503
H -25.581640 -11.453460 -9.627950 0.269 0.113 0.260
H -27.890970 -9.067110 -9.067150 -0.450 0.529 0.128
H -28.518870 -8.830450 -10.734350 0.198 -0.506 -0.138
H -27.006200 -8.046850 -10.227490 -0.150 0.149 0.100
C -10.073290 -15.283760 -0.422180 0.266 0.490 0.628
O -10.439450 -13.906750 -0.285620 -0.717 -0.687 -1.654
C -11.321660 -13.468330 -1.328590 -1.804 0.157 0.638
C -12.548800 -14.374640 -1.854480 1.060 -0.264 0.343
O -12.256680 -15.521920 -2.682260 1.480 0.830 -1.084
C -11.438970 -15.164740 -3.844760 -1.195 0.321 0.165
C -11.017170 -16.264750 -4.795940 -0.237 -0.892 0.222
O -12.166130 -17.034250 -5.157350 -0.059 0.003 0.407
C -12.086090 -17.930600 -6.283970 0.140 1.792 0.779
H -9.477520 -15.469690 0.471460 0.102 -0.261 -0.171
H -9.479200 -15.462460 -1.318410 0.083 0.003 -0.096
H -10.930880 -15.956550 -0.423260 -0.112 0.112 -0.045
H -10.915490 -12.947430 -2.195650 1.186 -0.850 -0.376
H -11.748690 -12.561410 -0.900520 -0.759 -0.202 0.424
H -13.193380 -13.648300 -2.349500 0.030 0.097 -0.561
H -13.202330 -14.853920 -1.125590 0.427 0.414 0.681
H -10.578540 -14.570140 -3.537840 0.192 -0.248 0.007
H -12.034080 -14.534650 -4.505770 -0.379 0.485 0.251
H -10.183640 -16.855500 -4.416010 -0.199 -0.656 0.411
H -10.550800 -15.759900 -5.641950 -0.273 0.277 -0.451
H -11.212060 -18.565740 -6.139860 -0.161 -0.293 -0.515
H -12.060520 -17.274240 -7.153820 0.642 -0.329 -0.493
H -13.041960 -18.445930 -6.378060 0.247 -0.312 0.494